# 1
72
Properties=species:S:1:pos:R:3:forces:R:3:lowdin_charge:R:1 method="wB97M-V/def2-TZVPD" lumo_energy_ha=-0.01658 multiplicity=1 gap_ev=7.443
Zn 1.578 -1.155 -1.155 -0.473 0.271 0.111 0.514
O -0.101 -2.141 2.498 -0.221 0.078 -1.856 0.056
C -0.131 -2.098 1.262 0.922 0.550 2.264 -0.478
O 0.049 -0.901 0.639 -0.020 -0.879 -0.320 -0.232
C -0.319 -3.337 0.461 0.253 -0.581 -0.067 -0.033
C -0.735 -4.473 1.192 -0.495 -0.077 -1.106 0.103
C -1.172 -5.625 0.504 1.448 1.853 0.384 -0.165
C -1.068 -5.799 -0.875 -0.244 0.542 -0.179 0.102
C -0.670 -4.655 -1.541 0.063 -0.265 -0.939 -0.054
C -0.103 -3.475 -0.964 -0.675 -0.207 0.239 -0.280
O 0.546 -2.688 -1.750 0.207 -0.203 1.050 -0.153
N -0.784 -4.697 -3.028 -0.044 0.022 0.082 -0.333
O -1.161 -3.703 -3.640 0.444 -1.058 0.732 0.088
O -0.562 -5.794 -3.513 -0.043 0.440 -0.434 0.070
N -1.725 -6.638 1.302 -0.145 -1.285 -0.258 -0.381
O -2.103 -7.617 0.681 -0.379 -0.583 0.604 0.071
O -1.790 -6.480 2.501 -0.251 -0.355 0.448 0.080
H -0.774 -4.523 2.292 -0.094 0.516 -0.809 0.142
H -1.296 -6.766 -1.390 0.026 1.329 0.563 0.158
C -2.190 -0.409 -2.377 -0.091 0.627 0.295 -0.176
C -1.106 0.388 -3.108 -0.050 -0.210 -0.356 -0.362
Ge 0.539 0.725 -2.038 0.742 0.833 -0.946 0.809
C 1.739 1.759 -3.280 -0.049 -0.182 0.163 -0.399
C 1.059 2.994 -3.869 0.229 0.486 0.719 -0.195
C 0.212 2.133 -0.703 -0.776 1.111 2.435 -0.223
C -0.463 2.187 0.542 1.534 -0.454 -3.087 -0.287
Ge -0.206 0.654 1.708 -1.619 0.146 0.734 0.978
C -1.893 0.260 2.639 0.352 -0.909 0.038 -0.308
C -2.965 1.314 2.780 -0.615 -0.132 -0.172 -0.166
C 1.333 0.750 2.898 0.745 -0.724 -1.241 -0.313
C 1.886 2.073 3.355 -0.356 1.220 -0.334 -0.169
C -1.136 3.446 0.945 0.359 1.417 -0.416 -0.243
C -1.194 3.927 2.268 -0.067 -0.717 0.026 -0.078
C -1.762 5.156 2.558 -0.617 -0.022 -0.405 -0.076
C -2.407 5.891 1.544 0.048 0.512 1.053 -0.094
C -2.366 5.467 0.237 0.347 -0.971 -0.717 -0.086
C -1.686 4.285 -0.085 0.479 -0.808 1.744 -0.017
H -3.128 -0.444 -2.944 0.182 -0.051 0.089 0.073
H -2.404 0.026 -1.393 -0.119 0.037 -0.103 0.058
H -1.850 -1.418 -2.198 0.050 -0.384 -0.050 0.035
H -1.491 1.350 -3.511 0.243 -0.544 0.255 0.066
H -0.774 -0.243 -3.965 -0.032 0.604 0.358 0.072
H 2.084 1.097 -4.089 0.016 0.144 0.300 0.052
H 2.630 2.059 -2.689 -0.376 -0.165 -0.295 0.040
H 0.611 2.849 -4.820 -0.344 -0.529 -1.002 0.052
H 1.751 3.817 -3.996 0.248 0.234 -0.035 0.062
H 0.249 3.377 -3.252 -0.038 0.044 0.277 0.040
H 0.590 3.132 -1.036 -0.922 -0.499 -0.191 0.064
H -1.596 -0.102 3.627 -0.093 -0.157 -0.061 0.068
H -2.295 -0.623 2.099 0.090 0.430 0.341 0.078
H -2.699 2.151 3.405 0.141 0.084 0.376 0.048
H -3.879 0.864 3.177 0.091 0.027 0.160 0.076
H -3.255 1.747 1.837 -0.019 0.156 -0.555 0.064
H 2.095 0.210 2.284 -0.297 0.316 0.568 0.044
H 1.095 0.105 3.719 -0.118 -0.489 0.474 0.060
H 1.859 2.819 2.534 0.150 -0.288 0.459 0.075
H 2.902 1.992 3.711 0.457 -0.156 -0.077 0.061
H 1.351 2.513 4.203 -0.262 -0.136 -0.210 0.070
H -0.890 3.265 3.099 0.213 0.576 -0.506 0.102
H -1.797 5.483 3.592 -0.041 0.088 -0.143 0.103
H -2.967 6.803 1.800 0.388 -0.466 -0.084 0.108
H -2.896 5.991 -0.553 0.162 0.135 0.139 0.104
H -1.548 3.899 -1.074 -0.413 0.150 -0.540 0.090
C 4.854 -0.174 -1.080 0.329 -0.734 -0.162 -0.342
S 3.709 -0.976 0.065 -0.324 -0.866 -0.356 0.799
C 4.252 -2.708 -0.041 1.063 -0.245 0.756 -0.355
H 5.215 -0.880 -1.856 -0.478 0.447 0.390 0.063
H 5.709 0.148 -0.498 0.099 0.251 -0.022 0.040
H 4.326 0.658 -1.520 0.002 0.280 -0.187 0.019
H 4.989 -2.905 0.772 -0.448 0.121 -0.694 0.057
H 4.706 -2.939 -1.013 -0.178 0.236 0.231 0.052
H 3.415 -3.376 0.111 -0.294 0.015 0.058 0.030

=====

# 2
8
Properties=species:S:1:pos:R:3:forces:R:3:lowdin_charge:R:1 method="wB97M-V/def2-TZVPD" lumo_energy_ha=-0.01927 multiplicity=1 gap_ev=9.345
C 1.947 0.121 0.153 -2.479 -0.416 0.738 -0.226
C -0.974 -0.697 -0.385 -1.967 2.318 1.027 0.062
C -0.974 0.657 -0.351 1.148 -1.589 -0.607 0.014
C -0.232 0.004 0.635 1.671 -0.956 -3.856 -0.083
N 3.037 -0.071 -0.170 0.445 0.066 -0.157 -0.070
H -1.710 -1.478 -0.653 1.482 0.092 -0.127 0.132
H -0.993 1.597 -0.855 -0.740 0.366 0.026 0.118
H -0.100 -0.133 1.625 0.441 0.120 2.956 0.054

=====

# 3
58
Properties=species:S:1:pos:R:3:forces:R:3:lowdin_charge:R:1 method="wB97M-V/def2-TZVPD" lumo_energy_ha=-0.01763 multiplicity=1 gap_ev=8.889
C -4.798 -0.629 -1.124 -0.099 0.476 0.205 -0.142
C -4.485 0.057 0.280 2.334 0.267 -0.428 -0.707
I -6.181 0.253 1.639 1.288 -0.193 -1.101 0.769
C -3.179 0.506 0.599 -3.287 -0.977 -0.441 -0.746
I -2.882 1.439 2.565 0.260 -0.625 -1.244 0.824
N -2.060 0.374 -0.382 -1.298 -0.190 2.395 -0.231
C -1.274 1.653 -0.375 2.299 0.704 0.543 -0.250
C -0.283 1.831 -1.607 -0.122 0.838 -0.172 -0.178
C -0.970 2.300 -2.965 0.464 -0.493 -0.737 -0.180
C -1.991 1.256 -3.603 -0.733 -0.109 -0.433 -0.275
N -1.448 0.582 -4.848 -0.358 -0.479 0.941 -0.037
S -1.088 -1.005 -0.043 4.571 -3.312 -2.037 0.774
O -1.157 -2.042 -1.134 -1.581 2.976 3.316 -0.306
O 0.351 -0.704 0.204 -3.908 0.326 0.404 -0.297
F -1.686 -1.661 1.389 0.535 1.240 -2.471 -0.223
H -4.529 0.127 -1.930 -0.231 -1.001 0.931 0.075
H -5.907 -0.883 -1.259 1.687 0.365 0.465 0.070
H -4.169 -1.565 -1.266 -0.775 1.191 0.222 0.085
H -0.616 1.627 0.568 -0.932 0.192 -1.295 0.093
H -1.982 2.534 -0.219 0.700 -1.433 -0.591 0.130
H 0.390 0.917 -1.769 -1.213 1.212 0.260 0.096
H 0.444 2.669 -1.310 -1.023 -1.227 -0.280 0.131
H -0.119 2.421 -3.728 -1.214 -0.174 1.038 0.112
H -1.463 3.329 -2.909 0.629 -1.417 0.339 0.112
H -2.945 1.790 -3.956 1.373 -0.624 0.637 0.115
H -2.321 0.420 -2.909 0.432 1.333 -0.261 0.082
H -0.722 -0.086 -4.534 -0.390 0.565 -0.259 0.048
H -2.216 -0.042 -5.162 0.674 0.531 0.045 0.064
O 2.515 1.107 -3.286 0.534 -0.239 0.113 -0.288
S 3.303 -0.098 -3.333 0.029 -0.514 -0.424 0.602
O 4.346 -0.358 -2.379 -0.449 0.454 -0.271 -0.275
O 3.902 -0.274 -4.824 -0.602 -0.257 0.611 -0.263
C 4.685 0.789 -5.372 0.690 0.692 -0.192 -0.265
C 6.067 0.851 -4.748 0.057 -0.014 0.324 -0.077
C 2.214 -1.492 -3.357 0.012 -0.030 -0.081 -0.109
H 4.161 1.743 -5.267 -0.098 -0.137 0.099 0.116
H 4.784 0.590 -6.441 -0.278 -0.230 0.139 0.122
H 6.011 1.115 -3.690 -0.001 0.002 -0.092 0.069
H 6.684 1.601 -5.247 -0.088 -0.055 -0.083 0.081
H 6.563 -0.120 -4.812 -0.031 0.081 -0.080 0.085
H 1.436 -1.325 -4.100 0.092 0.011 0.003 0.064
H 1.773 -1.584 -2.363 0.081 0.120 -0.014 0.067
H 2.792 -2.386 -3.589 -0.015 0.109 0.009 0.079
O -2.095 -1.016 6.076 0.386 -0.327 0.412 -0.291
S -0.885 -1.785 6.201 0.489 0.106 -0.328 0.597
O -0.788 -2.900 7.105 -0.339 0.527 -0.195 -0.282
O 0.350 -0.779 6.477 -0.395 -0.510 -0.558 -0.265
C 0.270 0.105 7.597 -0.063 0.388 0.881 -0.267
C 0.481 -0.627 8.910 -0.152 -0.277 0.087 -0.078
C -0.383 -2.328 4.594 0.148 0.100 -0.014 -0.120
H -0.683 0.642 7.593 -0.010 -0.141 -0.131 0.115
H 1.060 0.848 7.471 -0.037 -0.187 -0.331 0.122
H -0.329 -1.333 9.103 0.050 0.077 -0.014 0.069
H 0.516 0.077 9.744 0.047 0.054 -0.110 0.080
H 1.410 -1.200 8.886 -0.024 0.116 -0.001 0.085
H -0.420 -1.486 3.905 -0.004 -0.024 0.068 0.060
H -1.079 -3.105 4.276 -0.028 0.090 0.140 0.080
H 0.624 -2.738 4.659 -0.086 0.052 0.043 0.078